[1]
{"formula": "C20H21N3O4", "method": "ωB97M-V with the def2-TZVPD basis set", "symbols": ["O", "O", "O", "O", "N", "N", "N", "C", "C", "C", "C", "C", "C", "C", "C", "C", "C", "C", "C", "C", "C", "C", "C", "C", "C", "C", "C", "H", "H", "H", "H", "H", "H", "H", "H", "H", "H", "H", "H", "H", "H", "H", "H", "H", "H", "H", "H", "H"], "xyz": [[3.24011, -0.94185, 3.14893], [8.17619, 0.26729, 0.21425], [2.02517, 0.99473, 2.68259], [-0.29808, 0.67323, 1.07034], [-3.31386, 2.40159, -1.72650], [0.45923, -1.49793, 1.01906], [-1.90890, -2.52382, 1.06879], [-3.18246, 0.73836, -0.22780], [1.89872, -1.23174, 1.33507], [4.88784, -1.10592, -0.15545], [-6.16746, -0.61607, -2.19866], [-2.89483, 0.20143, 1.16627], [-0.47605, -0.49474, 1.00273], [-6.18079, 0.55569, -3.02624], [6.19155, -0.97695, -0.13005], [2.45127, -0.23461, 2.43581], [4.43776, 1.16256, 0.40419], [-5.10122, -0.70228, -1.39174], [3.88999, -0.04289, 0.09232], [5.81436, 1.39507, 0.54943], [-2.72514, 2.05643, -0.49244], [-1.79550, -1.01623, 0.76037], [-4.10005, 0.35656, -1.21896], [-5.22017, 1.57333, -3.11223], [-4.22883, 1.44914, -2.10483], [2.50421, -0.46145, 0.02223], [6.75985, 0.30118, 0.39408], [-1.95818, -1.21447, -0.41151], [6.19165, 2.23777, 1.10056], [-1.85070, 2.49679, 0.11764], [1.03920, 1.22451, 2.24038], [3.74254, 1.91533, 0.86103], [7.00995, -1.72720, -0.44133], [4.30671, -1.99967, -0.66761], [-4.66833, -1.70562, -0.80204], [-2.74018, -2.97258, 0.52392], [-7.38238, 0.77967, -3.56424], [1.42889, 0.20793, -0.05855], [8.71449, 1.28313, 0.06285], [2.36580, -1.11316, -0.76082], [-0.00815, -2.31808, 1.10575], [-5.33054, 2.27298, -3.81747], [-3.39169, 3.46454, -2.13053], [-7.08082, -1.26958, -2.52124], [-3.86942, 0.11615, 1.97638], [-2.11924, 0.96225, 1.84819], [2.30161, -2.22053, 1.60216], [-1.84414, -2.70028, 2.15489]], "forces_ev_per_angstrom": [[-1.7, 4.3, -1.7], [0.8, 4.7, 0.2], [-2.4, 0.5, -1.2], [1.9, 4.1, 0.8], [0.4, 4.4, -0.6], [2.1, 5.6, 0.9], [-1.0, 0.6, 1.9], [0.7, 3.2, 2.6], [0.2, 1.2, -1.7], [-6.0, -1.2, -2.2], [-1.9, 0.9, -2.6], [1.5, -0.1, 2.4], [1.5, -4.2, -0.7], [-3.9, 1.8, -1.6], [5.0, 1.6, 1.3], [0.0, -5.7, 3.0], [-1.2, 1.2, 2.0], [4.3, -3.0, 3.4], [3.3, -0.9, -0.3], [2.9, -2.6, 0.8], [0.0, -2.3, -0.3], [-5.3, -2.8, -2.1], [-3.0, -0.3, -1.6], [-0.8, -4.8, 3.5], [0.7, 0.7, -0.3], [-5.4, 0.7, 2.1], [-1.5, -0.2, -3.1], [0.7, 1.4, 2.3], [-0.1, 0.7, -0.4], [-1.9, -0.1, -1.6], [3.4, -1.4, 0.7], [0.8, -0.3, -1.0], [-1.8, 1.0, 0.5], [1.8, 1.2, 1.3], [-2.1, 2.4, -1.4], [1.9, 1.2, 2.1], [4.2, -0.8, 1.1], [4.1, -0.4, -0.3], [-3.1, -4.4, 0.9], [-0.2, -1.7, -2.0], [-0.7, -3.7, 0.3], [-0.1, 2.9, -2.2], [0.5, -3.8, 1.5], [2.3, 0.5, 1.6], [2.7, -0.7, -2.8], [-2.7, -1.9, -2.4], [0.2, 0.7, -0.3], [-1.0, 0.1, -2.9]], "e_tot_ha": -1239.6293, "relative_energy_kj_mol": 1093.9, "gap_ev": 8.3, "homo_ev": -7.90, "lumo_ev": 0.40, "fmax_ev_per_a": 6.55}

[2]
{"formula": "C20H21N3O6", "method": "ωB97M-V with the def2-TZVPD basis set", "symbols": ["O", "O", "O", "O", "O", "O", "N", "N", "N", "C", "C", "C", "C", "C", "C", "C", "C", "C", "C", "C", "C", "C", "C", "C", "C", "C", "C", "C", "C", "H", "H", "H", "H", "H", "H", "H", "H", "H", "H", "H", "H", "H", "H", "H", "H", "H", "H", "H", "H", "H"], "xyz": [[1.65278, -0.32065, 1.75903], [1.96674, 0.29153, -0.27130], [-1.95271, 0.66258, -1.49339], [2.41350, -2.42802, -0.70923], [0.74448, -4.52595, -1.76678], [-0.01647, 1.93650, 2.62337], [1.44882, -0.40794, 0.56795], [-1.60419, -2.37932, 3.85731], [0.04247, 0.74975, 4.54126], [3.11229, -3.24688, -1.62253], [-1.43333, 2.97399, -1.15550], [-1.06358, 1.21852, 0.60813], [-1.16338, -3.34969, -0.83451], [-0.28719, 5.18663, -0.97529], [-0.85433, -1.28908, 0.37494], [0.19618, -3.47526, -1.08657], [-0.33998, 0.76217, 3.23263], [-1.34356, -1.40377, 3.30630], [1.06161, -2.47157, -0.60881], [-0.11257, -5.51555, -2.28481], [-0.17689, 3.69312, -0.65473], [-1.44365, -0.13803, 1.16291], [1.06278, 3.12763, -1.34644], [-1.50070, 1.51630, -0.75916], [0.50729, -1.40919, 0.11282], [-1.03777, -0.22426, 2.62167], [-0.41388, 2.13789, 1.33906], [-0.07250, 3.51439, 0.86611], [-1.67814, -2.28389, -0.12100], [-0.33498, 5.33862, -2.05059], [0.95926, 3.20232, -2.42615], [1.22073, 2.08316, -1.09403], [0.54034, -6.22149, -2.79594], [-1.84614, -4.10173, -1.19334], [-0.82448, -5.09617, -3.00199], [-0.65420, -6.03544, -1.48883], [0.08647, -0.15637, 4.97937], [4.13791, -2.88024, -1.59524], [-1.18082, 5.61864, -0.52938], [1.94899, 3.68433, -1.05045], [0.57986, 5.72087, -0.59384], [-1.51078, 3.04204, -2.24158], [0.78226, 1.39153, 4.77795], [0.93520, 3.75682, 1.21081], [-2.74155, -2.22646, 0.04551], [-2.32137, 3.45074, -0.72735], [-0.75785, 4.20622, 1.36868], [3.08774, -4.29575, -1.32291], [-2.53584, -0.23855, 1.07959], [2.71513, -3.14504, -2.63377]], "forces_ev_per_angstrom": [[0.3, -0.1, 0.2], [0.2, 0.1, -0.2], [0.0, 0.0, 0.1], [-0.4, 0.0, 0.3], [0.2, 0.3, 0.2], [0.1, -0.2, 0.4], [0.3, 0.3, 0.1], [-0.1, -0.3, 0.2], [0.2, 0.3, -0.3], [0.4, -0.2, -0.3], [0.1, 0.0, -0.2], [0.0, -0.4, 0.7], [0.1, -0.1, -0.1], [0.0, -0.3, 0.1], [0.1, 0.0, -0.1], [0.0, 0.1, 0.0], [-0.7, -0.4, 0.2], [0.0, -0.2, 0.3], [0.1, 0.1, 0.1], [-0.1, -0.2, -0.1], [0.0, 0.1, 0.0], [0.1, 0.1, 0.1], [-0.2, -0.1, 0.1], [0.0, 0.6, -0.2], [-0.6, -1.0, -0.5], [0.0, 1.2, -0.5], [-0.3, 0.0, -0.7], [0.0, -0.1, 0.0], [0.3, 0.1, 0.1], [0.0, 0.0, -0.1], [0.0, 0.0, -0.2], [0.0, 0.0, 0.0], [-0.1, 0.0, 0.0], [0.0, -0.1, -0.1], [0.0, 0.0, 0.0], [0.0, 0.0, 0.0], [0.0, 0.0, 0.0], [-0.1, 0.0, 0.0], [-0.1, 0.1, 0.1], [0.1, 0.1, 0.0], [0.1, 0.1, 0.0], [0.0, 0.0, 0.0], [0.0, -0.1, 0.0], [0.0, 0.0, 0.0], [-0.1, 0.1, 0.0], [-0.1, 0.0, 0.0], [0.0, 0.0, 0.0], [0.0, 0.1, -0.1], [0.2, 0.0, 0.0], [0.0, 0.0, 0.0]], "e_tot_ha": -1390.3126, "relative_energy_kj_mol": 658.7, "gap_ev": 8.5, "homo_ev": -8.28, "lumo_ev": 0.25, "fmax_ev_per_a": 1.32}

[3]
{"formula": "C20H21N3O6S", "method": "ωB97M-V with the def2-TZVPD basis set", "symbols": ["S", "O", "O", "O", "O", "O", "O", "N", "N", "N", "C", "C", "C", "C", "C", "C", "C", "C", "C", "C", "C", "C", "C", "C", "C", "C", "C", "C", "C", "C", "H", "H", "H", "H", "H", "H", "H", "H", "H", "H", "H", "H", "H", "H", "H", "H", "H", "H", "H", "H", "H"], "xyz": [[5.00471, 0.04798, -1.28419], [-6.75092, -1.39518, 0.86947], [6.23812, -0.44653, -1.81525], [-2.05442, -2.48951, 0.14650], [-5.78292, 2.93080, -0.55176], [5.98942, 0.53366, 2.45064], [4.27781, 1.04786, -2.00344], [5.39105, 1.73858, 2.26925], [4.07427, -1.33030, -1.05942], [-2.17466, -0.25168, -0.31226], [-5.77863, -0.54772, 0.44383], [5.93452, -0.16844, 1.31861], [0.70889, -0.22041, -0.10057], [4.96192, 1.79540, 1.03700], [-6.18989, 0.74722, 0.15043], [5.28101, 0.57761, 0.37105], [0.59134, -2.47779, -0.89631], [-5.27415, 1.69395, -0.29399], [-1.52206, -1.43849, -0.15014], [-4.91303, 3.93723, -1.00675], [6.52431, -1.52047, 1.24105], [4.26342, 2.97623, 0.47729], [-3.53271, 0.04287, -0.14941], [2.70282, -1.33131, -0.85713], [-6.39540, -2.72382, 1.17609], [2.07245, -0.21199, -0.32068], [1.94768, -2.46961, -1.13912], [-3.93885, 1.34258, -0.44561], [-4.44211, -0.90571, 0.29572], [-0.05168, -1.34907, -0.39332], [6.93999, -1.66632, 0.24662], [-4.09181, -1.89815, 0.51219], [-3.20644, 2.05635, -0.79019], [2.43448, -3.34447, -1.54455], [4.45976, -2.13811, -1.52180], [-7.31979, -3.21100, 1.48255], [-5.53274, 4.82188, -1.14435], [3.32674, 3.14051, 1.00735], [-4.13075, 4.15703, -0.27245], [-7.22447, 1.02077, 0.26670], [5.75661, -2.27444, 1.41403], [0.25178, 0.65421, 0.34006], [7.29725, -1.63083, 1.99714], [0.00120, -3.35821, -1.09980], [4.87778, 3.86352, 0.61246], [-1.61724, 0.52553, -0.63775], [4.06930, 2.82050, -0.58055], [2.65258, 0.66553, -0.09322], [-4.45067, 3.66970, -1.96275], [-5.98334, -3.24082, 0.30441], [-5.67254, -2.76713, 1.99630]], "forces_ev_per_angstrom": [[0.1, -0.4, 0.3], [0.0, 0.3, -0.1], [0.0, -0.2, 0.1], [0.0, -0.1, 0.0], [-0.1, -0.3, 0.1], [0.3, -1.0, -0.4], [-0.1, -0.1, 0.3], [-0.6, 1.3, -0.1], [0.8, 0.4, -0.3], [0.2, 0.4, -0.1], [0.0, 0.5, -0.1], [-0.3, 0.2, -0.5], [-0.1, -0.2, -0.1], [0.2, -0.4, 0.1], [-0.1, 0.0, 0.0], [0.2, -0.4, 0.0], [-0.1, 0.1, 0.1], [-0.1, -0.3, 0.1], [0.1, 0.1, 0.0], [0.2, 0.2, -0.1], [0.1, 0.0, 0.2], [-0.1, 0.2, 0.1], [-0.5, 0.0, 0.1], [-0.8, 0.3, 0.3], [0.1, -0.2, 0.1], [0.0, -0.1, -0.1], [0.2, 0.1, 0.0], [0.1, 0.2, -0.1], [0.0, -0.4, 0.1], [0.3, -0.1, 0.0], [0.1, -0.1, 0.0], [0.0, 0.0, 0.0], [0.1, 0.1, 0.0], [0.0, -0.1, -0.1], [0.2, 0.0, -0.1], [0.1, 0.0, 0.0], [0.1, 0.0, 0.0], [-0.1, 0.0, 0.0], [0.0, 0.0, 0.0], [-0.2, 0.0, 0.0], [0.0, 0.0, 0.0], [0.0, 0.1, 0.0], [0.1, -0.1, 0.0], [0.0, -0.1, 0.0], [0.0, 0.1, 0.0], [-0.1, -0.2, 0.0], [0.0, 0.1, 0.1], [-0.1, 0.1, 0.1], [0.0, 0.0, 0.0], [0.0, 0.0, 0.0], [0.0, 0.0, 0.0]], "e_tot_ha": -1788.5820, "relative_energy_kj_mol": 150.3, "gap_ev": 8.6, "homo_ev": -8.20, "lumo_ev": 0.40, "fmax_ev_per_a": 1.41}

[4]
{"formula": "C20H21N5O2S", "method": "ωB97M-V with the def2-TZVPD basis set", "symbols": ["S", "O", "O", "N", "N", "N", "N", "N", "C", "C", "C", "C", "C", "C", "C", "C", "C", "C", "C", "C", "C", "C", "C", "C", "C", "C", "C", "C", "H", "H", "H", "H", "H", "H", "H", "H", "H", "H", "H", "H", "H", "H", "H", "H", "H", "H", "H", "H", "H"], "xyz": [[1.73892, 1.63111, 3.42812], [-2.98404, 0.34293, 3.57821], [1.02757, -1.31155, 1.70880], [-0.13932, 1.60950, 1.45573], [-0.58295, -0.65781, 3.14626], [-0.20594, 1.51689, 0.12477], [1.91244, 1.58524, 0.67557], [-1.61711, -0.80469, 2.22310], [-3.49391, -0.99988, 0.22289], [-2.75822, -0.10630, 2.47452], [2.47087, 2.23626, -3.72007], [0.69674, -0.78820, 2.75835], [1.20730, 0.20020, -3.83708], [1.36672, 1.39558, -1.76063], [1.01621, 1.50176, -0.34875], [-2.44102, -1.72304, -1.81701], [-2.62147, -0.76384, -0.83532], [2.00057, 1.15685, -4.44928], [1.12082, 1.63204, 1.78648], [1.69380, -0.19462, 3.72847], [3.34455, 1.44276, 0.63638], [-4.16811, -2.21294, 0.28589], [3.73334, 0.03960, 0.17931], [-3.98110, -3.17263, -0.69294], [2.15747, 2.35886, -2.37856], [-3.11904, -2.92834, -1.74836], [-3.69098, 0.03593, 1.28920], [0.88719, 0.31737, -2.49740], [2.24973, 1.06389, -5.49575], [3.17319, -0.70640, 0.74002], [2.69026, -0.59665, 3.54945], [3.71133, 1.63519, 1.64897], [0.28046, -0.42503, -2.00311], [3.76421, 2.19541, -0.03639], [4.79663, -0.11793, 0.33602], [3.08173, 2.98767, -4.19803], [-2.08679, 0.17552, -0.88565], [2.50634, 3.21426, -1.81772], [-4.71406, 0.02601, 1.66923], [3.51052, -0.09240, -0.87709], [-0.87975, -0.06700, 3.92127], [-1.29763, -0.97930, 1.27603], [-3.48857, 1.03234, 0.88576], [-1.77550, -1.52743, -2.64540], [-4.51233, -4.11129, -0.63484], [0.83882, -0.64030, -4.40618], [-4.84602, -2.40282, 1.10553], [-2.97797, -3.67437, -2.51647], [1.40409, -0.32841, 4.76771]], "forces_ev_per_angstrom": [[-0.2, -0.1, 0.0], [-0.1, 0.3, 0.3], [0.0, 0.0, -0.2], [-0.2, 0.2, 0.8], [-0.7, 0.1, 0.3], [-0.2, 0.0, -1.0], [-0.9, 0.2, -0.1], [0.6, -0.3, -0.1], [-0.1, 0.0, -0.2], [0.1, -0.3, -0.1], [0.1, 0.0, -0.1], [-0.1, -0.3, 0.3], [0.0, 0.0, -0.1], [0.1, 0.0, -0.3], [0.2, 0.0, 0.3], [0.0, -0.1, -0.1], [-0.1, 0.1, 0.0], [0.0, 0.0, 0.0], [0.5, 0.3, 0.4], [0.2, 0.3, -0.2], [0.7, -0.3, -0.2], [0.0, 0.0, 0.0], [0.0, 0.1, 0.1], [-0.1, -0.1, 0.0], [-0.1, -0.1, 0.0], [0.1, 0.0, -0.1], [0.0, 0.1, 0.1], [0.1, 0.1, 0.1], [0.0, 0.0, -0.1], [0.0, 0.0, 0.0], [-0.2, -0.1, 0.0], [-0.1, 0.0, -0.2], [-0.1, -0.1, 0.1], [0.0, 0.0, 0.1], [0.1, 0.0, 0.0], [0.0, 0.1, 0.0], [0.0, 0.1, 0.0], [0.0, 0.1, 0.1], [0.1, 0.0, 0.0], [0.0, 0.0, -0.1], [0.2, -0.1, -0.2], [0.0, 0.0, 0.2], [-0.1, 0.0, 0.0], [0.1, 0.0, -0.1], [0.0, -0.1, 0.0], [0.0, -0.1, 0.0], [-0.1, 0.0, 0.1], [0.0, -0.1, -0.1], [0.0, 0.0, 0.0]], "e_tot_ha": -1597.1972, "relative_energy_kj_mol": 126.7, "gap_ev": 9.3, "homo_ev": -8.79, "lumo_ev": 0.56, "fmax_ev_per_a": 1.00}